Entry 1:
The molecule C16H18ClN3O4, computed with wB97M-V/def2-TZVPD.

CARTESIAN COORDINATES (ANGSTROEM)
C -0.147 0.088 3.883
O 1.191 -0.209 4.199
C 2.088 -0.194 3.118
C 2.044 -1.444 2.225
C 3.311 -1.578 1.371
C 2.861 -2.482 0.231
N 1.487 -2.075 0.006
C 0.930 -2.161 -1.210
O 1.508 -2.617 -2.182
C -0.458 -1.632 -1.334
C -0.963 -0.919 -2.454
C -2.260 -0.667 -2.117
C -3.338 0.127 -2.783
O -2.841 1.315 -3.367
C -2.188 2.207 -2.583
C -1.593 3.299 -3.231
N -0.907 4.226 -2.601
C -0.749 4.142 -1.292
C -1.311 3.109 -0.558
Cl -1.086 3.015 1.150
C -2.054 2.127 -1.200
O -2.514 -1.197 -0.907
N -1.396 -1.789 -0.436
C 0.914 -1.451 1.185
H -0.658 0.228 4.834
H -0.632 -0.724 3.332
H -0.220 1.011 3.296
H 3.077 -0.135 3.582
H 1.935 0.708 2.505
H 1.949 -2.316 2.877
H 4.146 -1.995 1.928
H 3.599 -0.600 0.984
H 3.433 -2.361 -0.690
H 2.892 -3.537 0.526
H -0.432 -0.647 -3.341
H -3.767 -0.431 -3.621
H -4.131 0.339 -2.054
H -1.688 3.405 -4.301
H -0.163 4.920 -0.824
H -2.503 1.342 -0.614
H 0.040 -2.015 1.520
H 0.594 -0.431 0.946

Results
- frontier orbital gap (eV) = 9.80
- HOMO (eV) = -9.30
- largest force on an atom (eV Å⁻¹) = 1.121
- net charge = 0
- SMILES = COC[C@@H]1CCN(C(=O)c2cc(COc3cncc(Cl)c3)on2)C1
- LUMO (eV) = 0.494

Entry 2:
A structure of composition C16H18ClO2PPb, computed with wB97M-V/def2-TZVPD.

CARTESIAN COORDINATES (ANGSTROEM)
Cl 1.791 0.668 -2.530
C 0.023 -2.983 -2.763
C -0.158 -3.556 -1.485
C 1.044 -3.380 -0.750
H -1.053 -4.035 -1.125
C 1.968 -2.685 -1.567
C 1.336 -2.467 -2.820
H 1.757 -1.896 -3.627
H -0.710 -2.942 -3.551
H 1.220 -3.707 0.262
C 3.362 -2.298 -1.217
Pb 0.081 -1.194 -1.088
C -1.303 -1.484 0.225
C -1.175 0.120 -1.820
O -2.150 -1.661 1.020
O -1.861 0.941 -2.283
H 3.445 -2.044 -0.162
H 3.664 -1.431 -1.802
H 4.063 -3.112 -1.422
C 1.209 2.633 0.293
P 0.358 1.014 0.427
C 1.614 0.231 1.482
C -1.205 1.695 1.173
C -2.508 1.368 0.724
C -3.645 1.949 1.290
C -3.525 2.869 2.324
C -2.263 3.193 2.809
C -1.119 2.610 2.249
H 2.221 2.466 -0.129
H 1.354 3.147 1.255
H 0.645 3.289 -0.402
H 1.873 0.899 2.329
H 1.208 -0.717 1.892
H 2.525 0.015 0.885
H -2.706 0.677 -0.057
H -4.630 1.686 0.917
H -4.410 3.322 2.754
H -2.168 3.903 3.620
H -0.173 2.895 2.675

Results
- frontier orbital gap (eV) = 5.35
- HOMO (eV) = -15.74
- largest force on an atom (eV Å⁻¹) = 15.961
- net charge = +2
- LUMO (eV) = -10.384

Entry 3:
A structure of composition C16H18CoIN2O2Te, computed with wB97M-V/def2-TZVPD.

CARTESIAN COORDINATES (ANGSTROEM)
Co 0.736 -0.836 -1.884
C 2.020 3.481 -2.457
C 0.894 3.234 -1.502
N 0.338 4.246 -0.890
C -0.682 4.038 -0.029
C -1.198 2.804 0.246
C -2.329 2.657 1.232
O -1.995 1.806 2.328
C -0.615 1.679 -0.400
C -1.118 0.375 -0.099
N -0.638 -0.761 -0.501
C -1.205 -1.949 0.052
C -1.757 -1.970 1.334
C -2.303 -3.134 1.851
C -2.295 -4.307 1.111
C -1.715 -4.318 -0.147
C -1.173 -3.149 -0.651
I -0.223 -3.206 -2.515
C 0.449 1.892 -1.286
O 1.057 0.939 -1.948
H 2.239 4.545 -2.484
H 1.760 3.136 -3.458
H 2.916 2.934 -2.157
H -1.087 4.922 0.449
H -3.203 2.204 0.761
H -2.634 3.646 1.578
H -1.400 2.280 2.918
H -1.978 0.346 0.561
H -1.739 -1.077 1.946
H -2.725 -3.122 2.847
H -2.719 -5.216 1.514
H -1.680 -5.231 -0.726
C 3.141 0.118 0.339
Te 3.160 -1.417 -1.130
C 2.634 -2.982 0.212
H 3.959 -0.041 1.036
H 2.183 0.103 0.853
H 3.270 1.064 -0.181
H 1.723 -2.713 0.741
H 3.452 -3.136 0.910
H 2.476 -3.885 -0.373

Results
- frontier orbital gap (alpha / beta) (eV) = 7.02 / 7.67
- 2S+1 = 2
- HOMO (alpha / beta) (eV) = -11.24 / -11.38
- largest force on an atom (eV Å⁻¹) = 0.209
- net charge = +1
- LUMO (alpha / beta) (eV) = -4.220 / -3.709

Entry 4:
A structure of composition C16H18CrN3O, computed with wB97M-V/def2-TZVPD.

CARTESIAN COORDINATES (ANGSTROEM)
Cr -2.892 1.409 -0.717
C -1.547 -0.943 1.484
O -2.163 -0.219 0.479
H -1.423 -1.987 1.164
H -0.595 -0.580 1.885
H -2.209 -1.091 2.348
N -2.450 0.272 -2.577
C -2.409 0.857 -3.773
C -1.846 0.337 -4.928
C -1.253 -0.911 -4.839
C -1.380 -1.637 -3.657
C -1.960 -0.996 -2.604
H -2.761 1.876 -3.904
H -1.952 0.888 -5.850
H -0.735 -1.324 -5.695
H -0.910 -2.601 -3.536
H -2.020 -1.554 -1.677
N 3.261 -1.088 5.630
C 2.939 -0.722 4.379
C 1.879 -1.297 3.669
C 1.165 -2.285 4.342
C 1.477 -2.710 5.595
C 2.559 -2.046 6.216
H 3.519 0.041 3.876
H 1.572 -0.891 2.717
H 0.319 -2.710 3.809
H 1.031 -3.500 6.180
H 2.847 -2.398 7.198
N -0.787 2.142 -1.049
C -0.486 3.374 -1.514
C 0.777 3.751 -1.921
C 1.811 2.800 -2.022
C 1.491 1.537 -1.514
C 0.229 1.268 -1.013
H -1.269 4.120 -1.477
H 1.005 4.744 -2.281
H 2.833 3.022 -2.291
H 2.244 0.763 -1.561
H 0.090 0.290 -0.572

Results
- frontier orbital gap (alpha / beta) (eV) = 6.54 / 6.87
- 2S+1 = 5
- HOMO (alpha / beta) (eV) = -11.16 / -11.16
- largest force on an atom (eV Å⁻¹) = 4.463
- net charge = +1
- LUMO (alpha / beta) (eV) = -4.616 / -4.290

Entry 5:
The molecule C16H18F17O4P, computed with wB97M-V/def2-TZVPD.

CARTESIAN COORDINATES (ANGSTROEM)
C 3.939 -0.215 3.326
C 4.651 -0.078 1.988
O 4.993 -1.362 1.476
C 3.811 0.725 0.988
P 2.984 -0.332 -0.378
C 4.602 -0.572 -1.317
C 4.538 -0.149 -2.752
O 4.943 -0.834 -3.673
C 1.917 1.081 -0.930
C 0.435 0.818 -0.641
C -0.420 1.691 -1.529
F -0.074 2.989 -1.413
F -0.192 1.336 -2.821
C -1.953 1.527 -1.337
F -2.206 0.198 -1.239
F -2.592 1.985 -2.431
C -2.527 2.246 -0.103
F -1.751 2.022 0.980
F -2.489 3.571 -0.380
C -4.007 1.885 0.226
F -4.544 2.956 0.847
F -4.706 1.669 -0.898
C -4.148 0.674 1.210
F -3.991 1.159 2.460
F -3.197 -0.247 1.010
C -5.555 0.023 1.160
F -5.706 -0.674 2.309
F -6.492 0.988 1.137
C -5.773 -0.945 -0.057
F -6.861 -0.534 -0.740
F -4.726 -0.926 -0.893
C -6.053 -2.411 0.352
F -6.157 -3.146 -0.777
F -5.044 -2.897 1.093
F -7.211 -2.483 1.036
C 2.098 -1.543 -1.603
O 1.045 -2.265 -0.970
O 1.507 -3.585 -0.658
H 3.949 0.713 3.883
H 2.918 -0.563 3.193
H 4.464 -0.958 3.921
H 5.570 0.469 2.180
H 4.639 -2.037 2.049
H 3.018 1.225 1.542
H 4.393 1.506 0.511
H 2.559 -1.237 0.653
H 4.926 -1.599 -1.244
H 5.374 0.035 -0.852
H 4.124 0.850 -2.973
H 2.103 1.294 -1.976
H 2.206 1.965 -0.381
H 0.164 -0.218 -0.796
H 0.274 1.049 0.403
H 2.823 -2.265 -1.960
H 1.716 -1.048 -2.495
H 1.690 -3.524 0.285

Results
- frontier orbital gap (eV) = 8.64
- HOMO (eV) = -8.36
- largest force on an atom (eV Å⁻¹) = 1.385
- net charge = 0
- SMILES = C[C@@H](O)C[PH](CC=O)(CCC(F)(F)C(F)(F)C(F)(F)C(F)(F)C(F)(F)C(F)(F)C(F)(F)C(F)(F)F)COO
- LUMO (eV) = 0.286

Entry 6:
A structure of composition C16H18F4NPPtS, computed with wB97M-V/def2-TZVPD.

CARTESIAN COORDINATES (ANGSTROEM)
Pt -0.644 0.398 -0.072
F 0.046 5.623 0.677
C -1.085 5.335 1.341
F -2.105 5.493 0.483
F -1.227 6.274 2.298
C -1.053 3.954 1.933
C -1.144 3.769 3.299
C -1.105 2.488 3.835
C -0.967 1.424 2.968
N -0.878 1.600 1.653
C -0.924 2.832 1.103
S -0.800 2.740 -0.620
H -1.245 4.629 3.946
H -1.180 2.322 4.899
H -0.929 0.400 3.316
C -0.951 0.760 -3.379
P -0.391 -0.427 -2.121
C 1.336 -0.751 -2.569
C -1.245 -1.945 -2.627
H -0.826 0.347 -4.381
H -0.380 1.684 -3.296
H -2.001 0.995 -3.209
H 1.417 -1.022 -3.623
H 1.720 -1.565 -1.953
H 1.928 0.143 -2.374
H -1.134 -2.083 -3.704
H -2.304 -1.871 -2.380
H -0.823 -2.804 -2.111
F 3.864 -4.739 -0.286
C 2.808 -3.949 0.014
C 3.036 -2.643 0.402
C 1.947 -1.840 0.700
C 0.635 -2.316 0.618
C -0.524 -1.420 0.934
C 0.459 -3.645 0.236
C 1.535 -4.470 -0.072
H 4.051 -2.272 0.466
H 2.111 -0.807 0.988
H -0.419 -1.104 1.980
H -1.458 -1.985 0.873
H -0.546 -4.050 0.184
H 1.396 -5.501 -0.367

Results
- frontier orbital gap (eV) = 8.15
- HOMO (eV) = -7.94
- largest force on an atom (eV Å⁻¹) = 0.187
- net charge = 0
- LUMO (eV) = 0.212

Entry 7:
The molecule C16H18N2O, computed with wB97M-V/def2-TZVPD.

CARTESIAN COORDINATES (ANGSTROEM)
C -4.254 -2.078 -0.360
C -3.483 -0.878 0.098
C -2.434 -1.022 1.001
C -1.720 0.076 1.439
C -2.034 1.351 0.981
C -1.179 2.525 1.386
N 0.023 2.576 0.568
C 1.107 1.813 0.926
O 1.269 1.376 2.046
N 2.037 1.664 -0.071
C 3.071 0.659 0.049
C 2.719 -0.611 -0.685
C 3.653 -1.257 -1.484
C 3.319 -2.420 -2.156
C 2.043 -2.945 -2.045
C 1.104 -2.306 -1.252
C 1.441 -1.148 -0.575
C -3.078 1.498 0.078
C -3.797 0.396 -0.352
H -3.580 -2.840 -0.750
H -4.801 -2.516 0.475
H -4.966 -1.812 -1.137
H -2.177 -2.007 1.363
H -0.906 -0.046 2.139
H -1.718 3.468 1.268
H -0.845 2.419 2.420
H -0.136 2.729 -0.416
H 1.780 1.921 -1.011
H 3.168 0.457 1.121
H 4.017 1.065 -0.322
H 4.650 -0.849 -1.575
H 4.055 -2.915 -2.772
H 1.781 -3.850 -2.573
H 0.107 -2.710 -1.158
H 0.707 -0.660 0.049
H -3.335 2.483 -0.288
H -4.610 0.530 -1.052

Results
- frontier orbital gap (eV) = 9.65
- HOMO (eV) = -8.86
- largest force on an atom (eV Å⁻¹) = 0.655
- net charge = 0
- SMILES = Cc1ccc(CNC(=O)NCc2ccccc2)cc1
- LUMO (eV) = 0.795

Entry 8:
The molecule C16H18N2O, computed with wB97M-V/def2-TZVPD.

CARTESIAN COORDINATES (ANGSTROEM)
C -1.911 -2.078 2.375
C -2.262 -1.203 1.210
C -3.295 -1.548 0.346
C -3.611 -0.736 -0.726
C -2.907 0.435 -0.986
C -3.297 1.291 -2.154
C -1.859 0.779 -0.133
C -1.007 2.009 -0.346
N 0.402 1.699 -0.251
C 1.148 2.071 0.818
O 0.789 2.888 1.643
N 2.417 1.523 0.886
C 2.963 0.408 0.255
C 2.205 -0.722 -0.055
C 2.803 -1.813 -0.660
C 4.156 -1.806 -0.951
C 4.919 -0.698 -0.620
C 4.330 0.399 -0.022
C -1.561 -0.036 0.953
H -2.810 -2.427 2.878
H -1.358 -2.954 2.033
H -1.292 -1.542 3.090
H -3.859 -2.453 0.521
H -4.428 -1.014 -1.377
H -3.537 2.301 -1.828
H -4.170 0.873 -2.648
H -2.488 1.349 -2.881
H -1.204 2.464 -1.319
H -1.210 2.748 0.436
H 0.774 1.024 -0.901
H 3.040 2.044 1.489
H 1.159 -0.769 0.207
H 2.204 -2.682 -0.891
H 4.616 -2.662 -1.422
H 5.978 -0.686 -0.831
H 4.926 1.261 0.239
H -0.765 0.263 1.622

Results
- frontier orbital gap (eV) = 9.34
- HOMO (eV) = -8.57
- largest force on an atom (eV Å⁻¹) = 0.544
- net charge = 0
- SMILES = Cc1ccc(C)c(CNC(=O)Nc2ccccc2)c1
- LUMO (eV) = 0.773